[1]
The following is a DFT calculation (ωB97M-V with the def2-TZVPD basis set) of C4H7NO in the gas phase at a distorted geometry.

Element x y z (Å)
C  -0.754  -1.044  -1.019
C  0.203  -0.802  0.151
C  0.135  0.615  0.725
O  1.117  0.716  1.729
C  0.346  1.586  -0.381
N  0.458  2.296  -1.288
H  -0.347  -1.797  -1.693
H  -1.731  -1.400  -0.679
H  -0.904  -0.133  -1.608
H  1.244  -0.966  -0.144
H  -0.008  -1.491  0.974
H  -0.868  0.811  1.132
H  1.110  1.608  2.100

Cartesian forces, eV/Å:
C 0.0 0.0 0.0
C 0.1 -0.1 0.1
C -0.2 -0.1 -0.2
O 0.1 0.2 0.1
C 0.1 0.7 -0.8
N 0.0 -0.6 1.0
H -0.1 0.0 0.1
H 0.1 0.1 0.0
H 0.0 -0.2 0.0
H -0.1 0.0 0.0
H 0.1 0.1 -0.1
H 0.1 0.0 -0.1
H 0.0 -0.2 0.0

## Properties
charge: 0
frontier orbital gap: 12.08 eV
SMILES: CC[C@@H](O)C#N

[2]
The following is a DFT calculation (ωB97M-V with the def2-TZVPD basis set) of C4H7NO in the gas phase at a distorted geometry.

Element x y z (Å)
C  1.486  -1.204  0.153
C  0.729  0.076  -0.065
C  -0.723  0.024  -0.248
C  -1.645  1.160  -0.339
N  0.864  0.281  1.455
O  1.332  -1.017  1.610
H  0.953  -2.201  -0.263
H  2.665  -1.190  -0.122
H  1.060  0.897  -0.641
H  -1.126  -1.038  -0.314
H  -2.086  1.053  -1.244
H  -1.040  1.970  -0.228
H  -2.470  1.190  0.246

Cartesian forces, eV/Å:
C 1.4 -2.4 -0.8
C -1.5 0.7 2.2
C -1.2 -4.0 -0.6
C 2.6 -2.1 0.0
N 0.9 0.1 -0.1
O 0.1 0.0 -1.3
H 1.4 2.2 1.1
H -2.9 -0.1 0.6
H 1.3 0.8 -0.6
H 0.3 1.5 0.1
H -1.1 0.4 -3.5
H 1.0 3.0 0.0
H -2.2 -0.1 2.8

## Properties
charge: 0
spin multiplicity: 3
frontier orbital gap (alpha / beta): 8.53 / 10.23 eV

[3]
The following is a DFT calculation (ωB97M-V with the def2-TZVPD basis set) of C4H7NO2 in the gas phase.

Element x y z (Å)
O  -0.407  1.354  1.250
C  0.572  0.583  0.583
C  0.519  0.803  -0.929
N  -0.610  0.140  -1.574
C  -1.161  -0.822  -0.971
O  -0.854  -1.354  0.240
C  0.361  -0.899  0.852
H  -1.259  0.914  1.126
H  1.544  0.903  0.981
H  1.442  0.443  -1.400
H  0.443  1.873  -1.142
H  -2.020  -1.337  -1.400
H  1.203  -1.485  0.468
H  0.226  -1.115  1.914

Cartesian forces, eV/Å:
O -0.3 0.0 0.1
C 0.1 -0.1 -0.2
C 0.1 0.1 0.0
N -0.1 -0.4 0.2
C 0.0 0.2 -0.2
O -0.1 0.0 -0.1
C 0.1 0.0 0.1
H 0.0 0.2 0.0
H -0.2 -0.1 -0.1
H -0.1 0.1 0.1
H 0.0 -0.1 0.1
H 0.1 0.1 0.1
H -0.1 0.0 0.0
H 0.2 0.1 -0.1

## Properties
charge: 0
frontier orbital gap: 10.52 eV
SMILES: O[C@@H]1CN=COC1

[4]
The following is a DFT calculation (ωB97M-V with the def2-TZVPD basis set) of C4H7NO2 in the gas phase at a distorted geometry.

Element x y z (Å)
O  -2.264  0.919  -0.231
C  -1.289  0.641  -0.958
C  -0.078  0.072  -0.192
C  1.350  0.137  -0.713
O  2.264  -0.351  0.238
C  -0.478  -1.042  0.725
N  -0.186  0.274  1.256
H  -2.045  1.001  -1.703
H  1.583  1.176  -0.994
H  1.447  -0.485  -1.607
H  2.011  0.058  1.083
H  0.260  -1.808  0.948
H  -1.518  -1.363  0.692
H  -1.058  0.771  1.456

Cartesian forces, eV/Å:
O 0.0 -0.2 2.7
C -2.5 0.8 1.5
C -0.2 0.0 -0.5
C -0.3 0.1 -0.4
O -0.1 0.1 0.1
C 0.0 -0.3 -0.1
N 0.0 0.2 -0.2
H 2.9 -0.8 -2.9
H 0.0 -0.1 0.0
H 0.0 0.1 0.1
H 0.1 -0.1 -0.1
H -0.1 0.1 -0.1
H 0.2 0.1 0.0
H 0.1 -0.1 -0.1

## Properties
charge: 0
frontier orbital gap: 10.40 eV
SMILES: O=C[C@]1(CO)CN1

[5]
The following is a DFT calculation (ωB97M-V with the def2-TZVPD basis set) of C4H7NO2 in the gas phase at a distorted geometry.

Element x y z (Å)
C  -1.387  -1.019  0.072
C  -0.335  -0.300  -0.775
C  -0.027  1.245  -0.013
N  1.190  1.042  0.735
C  1.757  -0.430  0.379
O  2.524  -1.116  0.981
O  0.892  -0.969  -0.775
H  -1.026  -1.040  1.107
H  -1.606  -2.054  -0.218
H  -2.325  -0.451  0.043
H  -0.675  0.011  -1.770
H  -0.921  1.352  0.609
H  0.033  2.037  -0.783
H  1.906  1.693  0.408

Cartesian forces, eV/Å:
C 0.1 0.2 0.0
C 0.1 2.7 1.3
C -0.7 -2.5 -1.4
N 1.3 -2.8 -1.1
C -2.3 0.3 -0.2
O -1.2 1.8 -1.5
O 1.8 1.3 2.3
H -0.1 0.0 -0.1
H 0.2 0.3 -0.2
H 0.1 -0.1 0.0
H 0.3 -0.7 0.0
H 0.4 0.4 0.1
H 0.0 -0.4 0.5
H 0.0 -0.3 0.3

## Properties
charge: 0
frontier orbital gap: 11.08 eV
SMILES: C[C@H]1CNC(=O)O1

[6]
The following is a DFT calculation (ωB97M-V with the def2-TZVPD basis set) of C4H7NO2 in the gas phase.

Element x y z (Å)
C  -0.436  -2.108  -1.237
C  0.961  -0.533  -0.466
N  -0.307  -0.928  -0.343
O  1.412  0.507  0.223
C  0.687  1.223  1.212
C  -0.307  2.161  0.570
O  -1.450  2.277  0.942
H  0.496  -2.683  -1.166
H  -1.272  -2.750  -0.969
H  -0.509  -1.774  -2.277
H  -1.086  -0.476  0.164
H  0.196  0.566  1.938
H  1.467  1.807  1.712
H  0.095  2.739  -0.288

Cartesian forces, eV/Å:
C -0.4 -0.1 0.0
C 0.3 0.3 0.1
N 0.9 -0.2 -0.3
O 0.2 0.1 -0.1
C -0.2 0.1 0.2
C -0.4 0.1 0.1
O 0.4 0.0 -0.2
H -0.5 0.2 0.1
H -0.2 0.1 0.1
H -0.3 -0.1 0.2
H 0.5 -0.5 -0.4
H 0.0 0.0 -0.1
H -0.3 0.1 0.1
H -0.1 -0.1 0.1

## Properties
charge: 0
frontier orbital gap: 9.13 eV

[7]
The following is a DFT calculation (ωB97M-V with the def2-TZVPD basis set) of C4H7NO2 in the gas phase.

Element x y z (Å)
C  -0.637  1.337  1.101
C  0.016  0.873  -0.137
C  1.190  0.011  -0.306
N  0.386  -0.908  -1.074
C  -0.579  -1.767  -0.351
O  -0.886  -2.798  -0.927
O  -0.901  -1.216  0.729
H  -0.246  0.841  1.987
H  -1.718  1.182  1.058
H  -0.461  2.425  1.143
H  -0.310  1.342  -1.063
H  1.601  -0.405  0.616
H  1.968  0.460  -0.930
H  0.698  -1.196  -1.995

Cartesian forces, eV/Å:
C 0.1 -0.2 0.0
C 0.1 0.2 0.1
C 0.0 0.1 0.1
N 0.0 -0.2 -0.1
C -0.1 0.0 0.1
O 0.1 0.3 0.2
O 0.1 -0.2 -0.3
H 0.0 0.1 -0.1
H 0.1 0.1 0.0
H 0.0 -0.1 -0.1
H 0.0 -0.1 0.1
H -0.1 0.1 -0.1
H -0.1 0.0 0.1
H -0.1 0.1 0.1

## Properties
charge: 0
frontier orbital gap: 7.93 eV

[8]
The following is a DFT calculation (ωB97M-V with the def2-TZVPD basis set) of C4H7NO2 as an isolated structure at a distorted geometry.

Element x y z (Å)
C  1.885  -0.298  -0.132
C  -0.079  -0.527  0.288
C  -0.717  0.858  0.027
C  -2.079  0.353  -0.307
H  2.233  -0.746  0.824
H  1.982  0.772  0.201
H  2.814  -0.192  -0.852
H  0.427  -0.549  1.379
H  -0.800  1.546  0.968
H  -0.112  1.379  -0.915
H  -2.796  0.992  -0.697
N  -2.387  -0.962  -0.269
O  0.837  -0.989  -0.666
O  -1.208  -1.638  0.151

Cartesian forces, eV/Å:
C 7.5 1.2 -0.5
C -1.9 -2.7 1.8
C 0.9 -0.1 -0.6
C -0.9 -4.1 -0.5
H 0.1 -0.4 -0.7
H -2.0 -0.2 -0.7
H -1.8 -1.1 1.0
H -1.6 -0.6 -2.2
H 0.6 -1.2 -1.8
H -1.8 -1.1 2.5
H -1.5 1.0 -0.5
N 2.9 4.2 0.5
O -1.1 2.1 1.2
O 0.7 3.1 0.5

## Properties
charge: 0
frontier orbital gap: 10.16 eV

[9]
The following is a DFT calculation (ωB97M-V with the def2-TZVPD basis set) of C4H7NO2 in the gas phase at a distorted geometry.

Element x y z (Å)
C  -0.970  1.599  -0.011
C  -0.033  0.454  0.080
N  0.813  0.277  0.981
O  0.981  1.152  2.050
C  -0.015  -0.653  -0.924
C  0.443  -2.004  -0.595
O  -0.941  -1.707  -0.706
H  -0.775  2.301  0.805
H  -0.846  2.104  -0.976
H  -1.996  1.222  0.056
H  1.643  0.434  2.173
H  0.049  -0.317  -1.957
H  0.850  -2.633  -1.387
H  0.796  -2.230  0.409

Cartesian forces, eV/Å:
C -0.2 0.1 0.0
C -0.4 0.1 -0.3
N -0.1 -1.2 -1.3
O 0.5 -1.0 -0.4
C -0.1 0.2 -0.3
C 0.3 -0.1 0.0
O -0.4 -0.2 -0.1
H -0.1 -0.1 -0.2
H -0.1 0.0 0.1
H 0.1 0.2 0.0
H 0.7 1.7 2.6
H 0.0 -0.1 -0.1
H -0.1 0.1 0.1
H -0.1 0.1 -0.2

## Properties
charge: 0
frontier orbital gap: 10.98 eV
SMILES: C/C(=N\O)[C@H]1CO1

[10]
The following is a DFT calculation (ωB97M-V with the def2-TZVPD basis set) of C4H7NO2 in the gas phase at a distorted geometry.

Element x y z (Å)
H  1.335  -2.113  -0.004
N  1.808  -1.205  -0.108
C  0.946  -0.277  0.053
C  1.332  1.150  -0.013
O  -0.163  1.537  -0.678
C  -0.592  -0.393  -0.029
C  -1.441  -0.164  1.025
O  -0.958  -1.406  -0.909
H  1.368  1.699  0.924
H  2.111  1.394  -0.731
H  -0.216  1.552  -1.652
H  -1.419  0.762  1.584
H  -2.242  -0.849  1.271
H  -1.867  -1.687  -0.733

Cartesian forces, eV/Å:
H 0.2 0.2 -0.6
N -1.1 0.3 1.2
C 0.1 -0.7 -1.4
C -3.5 0.9 -2.1
O 2.5 1.6 0.5
C -0.9 -3.4 2.6
C 0.8 0.5 -0.8
O 0.8 0.3 0.1
H -0.1 0.1 -0.2
H 0.0 -0.1 0.3
H 0.8 0.0 0.5
H 0.4 -0.2 0.3
H -0.2 0.1 -0.5
H 0.1 0.4 0.1

## Properties
charge: 0
frontier orbital gap: 8.73 eV
SMILES: [H]/N=C(/CO)C(=C)O